# 1
The following is a DFT calculation (the ωB97M-V functional and the def2-TZVPD basis) of a single C26H24N4O4 molecule.

Geometry as ORCA input:
```
! wB97M-V def2-TZVPD RIJCOSX def2/J DEFGRID3
* xyz 0 1
C -5.80 -1.27 -1.79
O -4.75 -1.82 -1.04
C -3.59 -1.12 -0.94
C -2.57 -1.72 -0.19
C -1.36 -1.09 -0.02
C -1.13 0.17 -0.58
C 0.19 0.89 -0.40
C 1.30 -0.09 -0.85
O 1.61 -0.19 -2.02
N 1.81 -0.84 0.14
C 2.82 -1.86 -0.09
C 2.26 -3.22 0.23
C 2.80 -4.00 1.24
C 2.25 -5.24 1.54
C 1.15 -5.70 0.83
C 0.60 -4.92 -0.17
C 1.16 -3.69 -0.48
N 0.39 1.40 0.95
C -0.64 1.25 1.96
C -1.93 1.89 1.55
C -2.21 3.12 1.04
C -3.61 3.14 0.82
C -4.07 1.93 1.23
O -3.06 1.16 1.67
C 1.45 2.19 1.23
O 1.62 2.72 2.31
C 2.43 2.38 0.11
C 2.35 3.49 -0.73
N 3.21 3.68 -1.71
C 4.17 2.78 -1.86
C 4.28 1.70 -1.00
N 3.42 1.50 -0.02
C -2.13 0.74 -1.35
C -3.35 0.11 -1.53
H -5.52 -1.15 -2.84
H -6.62 -1.99 -1.72
H -6.13 -0.31 -1.38
H -2.76 -2.68 0.25
H -0.60 -1.58 0.56
H 0.21 1.72 -1.12
H 1.58 -0.62 1.09
H 3.70 -1.64 0.51
H 3.08 -1.79 -1.15
H 3.66 -3.64 1.79
H 2.68 -5.84 2.32
H 0.72 -6.66 1.07
H -0.25 -5.27 -0.73
H 0.74 -3.08 -1.27
H -0.24 1.75 2.86
H -0.83 0.20 2.19
H -1.52 3.90 0.84
H -4.19 3.95 0.43
H -5.06 1.51 1.26
H 1.58 4.24 -0.61
H 4.86 2.94 -2.68
H 5.08 0.97 -1.08
H -1.96 1.70 -1.82
H -4.10 0.60 -2.13
*
```

Summary:
Max |F| in hartree/bohr: 0.0166
Total energy in hartree: -1525.15187



# 2
The following is a DFT calculation (the ωB97M-V functional and the def2-TZVPD basis) of C26H25BN12S2V as an isolated structure at a distorted geometry.

Geometry as ORCA input:
```
! wB97M-V def2-TZVPD RIJCOSX def2/J DEFGRID3
* xyz 2 2
V 0.06 -0.07 -0.13
C 3.03 2.70 -1.16
C 2.40 1.49 -1.28
N 1.35 1.42 -0.43
N 1.33 2.61 0.25
C 2.32 3.38 -0.18
B 0.35 2.73 1.44
N -1.10 2.45 0.93
C -2.11 3.32 0.93
C -3.21 2.72 0.35
C -2.78 1.46 0.00
N -1.49 1.29 0.35
N 0.75 1.59 2.40
C 1.26 1.66 3.63
C 1.39 0.37 4.13
C 0.94 -0.43 3.09
N 0.57 0.30 2.03
N 0.37 4.07 2.11
C -0.19 4.43 3.30
C -0.24 5.79 3.36
C 0.31 6.21 2.13
N 0.66 5.18 1.38
H 3.89 3.05 -1.70
H 2.64 0.66 -1.92
H 2.43 4.37 0.22
H -1.98 4.32 1.33
H -4.19 3.15 0.20
H -3.32 0.67 -0.50
H 1.50 2.60 4.09
H 1.75 0.07 5.09
H 0.86 -1.50 3.09
H -0.54 3.69 4.01
H -0.61 6.40 4.17
H 0.46 7.21 1.77
S 1.05 -1.52 -4.25
C 0.16 -0.05 -4.49
C -0.23 0.55 -5.69
C -0.91 1.74 -5.62
C -1.20 2.34 -4.38
C -0.82 1.76 -3.20
C -0.14 0.55 -3.26
N 0.34 -0.20 -2.19
C 0.97 -1.29 -2.56
C 1.59 -2.09 -1.51
C 2.45 -3.13 -1.83
C 3.19 -3.75 -0.84
C 3.09 -3.28 0.46
C 2.23 -2.23 0.77
C 1.42 -1.62 -0.18
H 0.00 0.09 -6.64
H -1.22 2.23 -6.53
H -1.73 3.29 -4.37
H -1.04 2.22 -2.24
H 2.57 -3.44 -2.87
H 3.86 -4.57 -1.08
H 3.70 -3.71 1.24
H 2.24 -1.89 1.79
N -1.23 -1.52 1.46
N -2.48 -2.06 1.13
C -2.83 -2.07 -0.15
N -3.95 -2.66 -0.53
S -1.79 -1.35 -1.29
H -0.59 -2.28 1.70
H -1.33 -0.89 2.25
H -3.03 -2.51 1.85
H -4.54 -3.16 0.11
H -4.21 -2.66 -1.50
*
```

Summary:
Max |F| in hartree/bohr: 0.0250
Total energy in hartree: -3427.73190



# 3
The following is a DFT calculation (the ωB97M-V functional and the def2-TZVPD basis) of C26H25Br2N5O2PtS2 as an isolated structure at a distorted geometry.

Geometry as ORCA input:
```
! wB97M-V def2-TZVPD RIJCOSX def2/J DEFGRID3
* xyz 2 5
Pt 0.75 -0.39 0.62
N -2.22 0.19 3.96
C -1.42 -0.06 2.93
S 0.35 0.02 3.03
N -2.20 -0.38 1.78
N -1.45 -0.49 0.70
C -2.09 -0.57 -0.49
C -3.59 -0.63 -0.57
C -4.27 -1.79 -0.83
C -5.69 -1.86 -0.71
C -6.41 -0.75 -0.34
C -5.76 0.44 -0.11
C -4.37 0.53 -0.28
C -1.29 -0.76 -1.65
C -1.83 -0.87 -2.95
C -1.05 -1.21 -4.03
C 0.31 -1.29 -3.78
C 0.83 -1.16 -2.52
N 0.04 -0.94 -1.50
H -1.87 0.59 4.85
H -3.22 0.21 3.76
H -3.68 -2.62 -1.10
H -6.00 -2.79 -1.01
H -7.43 -0.81 0.00
H -6.26 1.34 0.29
H -3.79 1.45 -0.20
H -2.90 -0.78 -3.11
H -1.59 -1.34 -4.94
H 0.91 -1.65 -4.57
H 1.92 -1.19 -2.24
Br 0.84 -5.61 1.06
C 2.30 -4.49 0.86
C 3.55 -4.98 0.57
C 4.61 -4.09 0.41
Br 6.33 -4.69 -0.08
C 4.48 -2.63 0.54
C 5.52 -1.68 0.45
C 5.17 -0.35 0.58
C 3.82 0.01 0.71
N 2.88 -0.89 0.66
C 3.14 -2.20 0.64
C 1.98 -3.09 0.89
O 0.89 -2.60 1.13
H 3.74 -6.02 0.65
H 6.51 -1.99 0.35
H 5.87 0.44 0.73
H 3.46 0.97 0.96
C -1.21 3.46 1.95
C -0.26 4.20 0.99
S 0.12 3.16 -0.44
O 1.00 2.00 0.10
C 1.27 4.30 -1.34
C 2.64 4.46 -0.70
H -1.38 4.00 2.86
H -0.74 2.53 2.23
H -2.22 3.33 1.59
H 0.76 4.36 1.43
H -0.69 5.12 0.63
H 0.63 5.17 -1.39
H 1.25 3.93 -2.34
H 2.73 4.94 0.29
H 3.30 5.06 -1.36
H 3.01 3.43 -0.64
*
```

Summary:
Max |F| in hartree/bohr: 0.0662
Total energy in hartree: -7493.09724



Look up the max |F| of the second one. 0.0250 hartree/bohr